Below is a structure of composition C23H14BrN3O5Re in a non-equilibrium geometry, with properties calculated with ωB97M-V with the def2-TZVPD basis set.

Properties
- HOMO level (spin up / spin down): -14.74 / -14.75 eV
- Energy: -4076.9732 a.u.
- Net charge: +2
- Spin multiplicity: 2
- Energy relative to the best compared isomer or geometry (same formula, charge and spin): 26.9 kcal/mol

Last column: Mulliken spin population.
Element x y z (Å)
Re -0.5869 -1.2057 1.1398  0.96
Br 1.2057 3.8301 6.3434  0.00
C 0.7622 2.3899 5.2517  -0.01
C 1.0206 1.0810 5.6893  0.01
C 0.7057 -0.0247 4.9139  -0.01
C 0.1404 0.1921 3.6810  0.00
O -0.1898 -0.8948 2.9130  -0.05
C -0.1337 1.4781 3.2108  0.03
C -0.7741 1.6891 1.9809  0.01
N -1.0738 0.7690 1.0898  -0.02
C -1.8563 1.1381 -0.0664  -0.03
C -2.0497 2.3849 -0.5897  -0.01
C -2.9365 2.5536 -1.6813  0.00
C -3.6223 1.4941 -2.2076  0.00
C -3.4175 0.1938 -1.6823  0.01
C -4.0852 -0.9676 -2.1225  0.00
C -3.8207 -2.1879 -1.5409  0.00
C -2.8644 -2.2720 -0.5352  0.00
N -2.2054 -1.1889 -0.1088  0.00
C -2.5032 0.0422 -0.6384  0.04
C 0.1762 2.5922 4.0287  0.01
H 1.4688 0.9320 6.6633  0.00
H 0.8913 -1.0315 5.2605  0.00
H -1.0958 2.7026 1.7617  0.00
H -1.5422 3.2567 -0.1979  0.00
H -3.0750 3.5448 -2.0897  0.00
H -4.3188 1.6352 -3.0238  0.00
H -4.8167 -0.8910 -2.9182  0.00
H -4.3299 -3.0871 -1.8557  0.00
H -2.5936 -3.2182 -0.0854  0.00
H -0.0436 3.5938 3.6820  0.00
O 2.1096 -3.8389 0.2385  0.00
C 1.7570 -2.8419 -0.2555  0.02
O 0.4274 -2.3445 0.2310  0.01
C 2.3533 -2.0133 -1.2989  0.00
C 1.8770 -0.7457 -1.6330  0.00
C 2.5105 -0.0089 -2.6142  0.01
C 3.6030 -0.5717 -3.2450  0.00
C 4.0965 -1.8227 -2.9406  0.00
C 3.4635 -2.5529 -1.9493  0.00
N 4.2720 0.2185 -4.3110  0.00
O 5.2593 -0.2637 -4.8112  0.00
O 3.8588 1.3437 -4.4927  0.00
H 1.0172 -0.3178 -1.1352  0.02
H 2.1821 0.9789 -2.9010  0.00
H 4.9561 -2.2063 -3.4713  0.00
H 3.8211 -3.5363 -1.6767  0.00